Model w:
C27H43BrN2O2P2Pd | wB97M-V/def2-TZVPD

E_HOMO (alpha / beta) = -0.4769 / -0.4744 Eh
M = 675.93 g/mol
Kohn-Sham gap (alpha / beta) = 5.859 / 3.198 eV
Charge = +2
2S+1 = 3

Atoms and positions in Å:
C  4.362  -6.894  0.269
C  4.540  -5.498  0.308
C  5.851  -4.984  0.303
C  6.920  -5.888  0.266
N  6.728  -7.202  0.232
C  5.499  -7.710  0.232
C  3.403  -4.618  0.374
C  2.435  -3.875  0.454
C  1.321  -2.985  0.550
C  0.196  -3.184  -0.268
C  -0.882  -2.295  -0.205
C  -0.739  -1.181  0.615
C  0.317  -0.978  1.504
C  1.367  -1.906  1.458
Pd  -2.146  0.278  0.462
P  -1.998  0.926  -1.611
H  6.046  -3.914  0.340
H  3.371  -7.343  0.278
H  7.949  -5.523  0.265
H  5.396  -8.796  0.204
H  2.226  -1.790  2.122
H  0.154  -4.033  -0.948
H  0.291  -0.132  2.185
H  -1.811  -2.441  -0.747
C  -3.020  2.419  -1.849
C  -2.590  3.383  -2.959
H  -3.047  2.915  -0.867
H  -4.035  2.030  -2.027
H  -3.328  4.189  -3.038
H  -1.620  3.840  -2.746
H  -2.542  2.886  -3.935
C  -0.235  1.296  -1.887
C  0.465  0.574  -3.037
H  0.256  1.042  -0.932
H  -0.176  2.388  -2.006
H  1.528  0.849  -3.028
H  0.413  -0.520  -2.940
H  0.065  0.862  -4.019
C  -2.556  -0.329  -2.800
C  -2.932  0.164  -4.199
H  -3.399  -0.851  -2.318
H  -1.741  -1.063  -2.854
H  -3.180  -0.706  -4.821
H  -3.809  0.821  -4.181
H  -2.107  0.695  -4.691
Br  -3.944  1.134  1.998
P  1.851  3.896  2.075
C  1.362  3.855  0.295
C  1.305  5.272  -0.279
H  0.391  3.344  0.211
H  2.107  3.246  -0.237
H  1.318  5.250  -1.374
H  0.394  5.793  0.038
H  2.167  5.862  0.055
C  0.234  3.574  2.904
C  0.218  4.150  4.323
H  0.038  2.491  2.902
H  -0.538  4.054  2.288
H  -0.810  4.233  4.691
H  0.774  3.515  5.021
H  0.665  5.151  4.342
C  2.711  2.273  2.261
C  4.231  2.434  2.160
H  2.329  1.573  1.504
H  2.432  1.886  3.251
H  4.742  1.553  2.564
H  4.554  2.562  1.120
H  4.570  3.307  2.730
N  -5.779  -1.381  1.862
C  -6.135  -1.347  0.429
C  -4.969  -1.968  -0.372
O  -5.271  -2.647  -1.376
O  -3.831  -1.703  0.118
H  -5.175  -2.187  2.071
H  -6.628  -1.398  2.433
H  -5.221  -0.495  2.085
H  -7.062  -1.901  0.257
H  -6.242  -0.298  0.142


Model x:
C27H43BrN2O2P2Pd | wB97M-V/def2-TZVPD

E_HOMO (alpha / beta) = -0.4806 / -0.4811 Eh
M = 675.93 g/mol
Kohn-Sham gap (alpha / beta) = 7.397 / 4.063 eV
Charge = +2
2S+1 = 3

Atoms and positions in Å:
C  -0.625  6.893  -3.570
C  -0.771  5.514  -3.886
C  -1.107  5.251  -5.238
C  -1.258  6.303  -6.175
N  -1.091  7.570  -5.810
C  -0.788  7.894  -4.558
C  -0.648  4.458  -2.885
C  -0.670  3.698  -1.925
C  -0.815  2.812  -0.821
C  0.120  2.783  0.208
C  0.055  1.832  1.212
C  -1.019  0.861  1.228
C  -2.117  1.075  0.319
C  -1.985  2.046  -0.665
Pd  0.138  -0.159  -0.363
P  1.810  -1.218  0.962
H  -1.273  4.245  -5.614
H  -0.391  7.243  -2.567
H  -1.515  6.121  -7.229
H  -0.674  8.966  -4.335
H  -2.849  2.314  -1.272
H  0.880  3.559  0.299
H  -3.089  0.632  0.481
H  0.776  1.927  2.011
C  2.098  -2.639  2.125
C  3.092  -3.712  1.692
H  1.119  -3.070  2.382
H  2.465  -2.148  3.043
H  3.197  -4.475  2.467
H  2.792  -4.234  0.783
H  4.090  -3.297  1.539
C  2.410  -1.733  -0.721
C  3.197  -0.619  -1.403
H  1.536  -1.996  -1.338
H  3.019  -2.618  -0.544
H  3.098  -0.711  -2.493
H  2.859  0.398  -1.148
H  4.263  -0.699  -1.157
C  3.052  -0.052  1.633
C  4.494  -0.522  1.687
H  2.716  0.167  2.674
H  2.944  0.870  1.057
H  5.119  0.353  1.888
H  4.685  -1.224  2.505
H  4.861  -0.972  0.761
Br  -1.276  -0.142  2.848
P  -2.361  -3.112  -1.136
C  -0.583  -3.485  -1.200
C  -0.302  -4.961  -1.556
H  -0.168  -3.219  -0.205
H  -0.152  -2.827  -1.977
H  0.765  -5.080  -1.810
H  -0.536  -5.625  -0.708
H  -0.904  -5.272  -2.426
C  -2.858  -2.957  0.618
C  -4.289  -3.525  0.839
H  -2.768  -1.891  0.909
H  -2.136  -3.544  1.217
H  -4.479  -3.611  1.924
H  -5.052  -2.864  0.387
H  -4.369  -4.531  0.385
C  -2.664  -1.517  -1.953
C  -2.955  -1.724  -3.453
H  -1.790  -0.851  -1.785
H  -3.543  -1.067  -1.459
H  -3.305  -0.781  -3.892
H  -2.052  -2.045  -3.988
H  -3.734  -2.484  -3.608
N  -0.703  1.005  5.757
C  0.620  0.351  5.951
C  1.413  0.785  4.716
O  2.370  0.021  4.406
O  0.989  1.824  4.154
H  -0.472  1.920  5.304
H  -1.272  1.075  6.608
H  -1.204  0.471  5.012
H  1.071  0.696  6.882
H  0.503  -0.722  6.000


Need the numbers? Relative energies in hartree: model w 0.0000; model x 0.0079.


Model w:
C5H10N2O | wB97M-V/def2-TZVPD

E_HOMO = -0.2841 Eh
SMILES string = C=NN(/C=C\O)CC
M = 114.15 g/mol
Kohn-Sham gap = 8.705 eV

Atoms and positions in Å:
C  0.715  -0.880  -0.589
C  1.958  -0.950  -0.372
C  -2.450  -0.236  -0.130
C  1.044  1.888  -0.474
C  -1.233  -0.319  0.836
N  -0.012  -0.002  0.306
N  0.414  1.261  0.477
O  2.656  -0.187  0.481
H  0.131  -1.391  -1.330
H  2.669  -1.575  -0.866
H  -2.375  0.632  -0.679
H  -2.555  -1.144  -0.820
H  -3.282  -0.344  0.536
H  1.237  1.499  -1.501
H  1.556  2.823  -0.102
H  2.247  -0.103  1.325
H  -1.548  0.340  1.644
H  -1.172  -1.312  1.262


Model x:
C5H10N2O | wB97M-V/def2-TZVPD

E_HOMO = -0.3250 Eh
SMILES string = [H]/N=C\[C@H](C)[C@H](N)C=O
M = 114.15 g/mol
Kohn-Sham gap = 9.631 eV

Atoms and positions in Å:
C  -0.064  -0.833  -0.842
C  -0.391  0.428  0.094
C  -0.190  0.864  1.527
N  -1.232  -1.596  -1.141
C  0.724  -1.376  0.375
C  0.433  1.334  -0.921
N  1.336  2.161  -0.639
O  1.934  -1.315  0.464
H  0.622  -0.835  -1.690
H  -1.421  0.696  -0.171
H  -2.107  -1.337  -0.698
H  -1.038  -2.569  -1.340
H  1.621  2.200  0.337
H  0.145  -2.140  0.933
H  0.056  1.373  -1.940
H  -0.429  1.920  1.640
H  -0.843  0.270  2.165
H  0.845  0.756  1.845


Model y:
C5H10N2O | wB97M-V/def2-TZVPD

E_HOMO = -0.3124 Eh
M = 114.15 g/mol
Kohn-Sham gap = 9.379 eV

Atoms and positions in Å:
C  -0.593  0.067  -1.391
C  0.500  1.971  0.252
C  0.102  0.583  -0.121
N  1.895  -0.887  0.741
C  -0.881  -0.586  0.709
C  -0.272  -1.197  -0.570
O  -2.253  -0.382  0.867
N  1.051  -0.514  -0.311
H  -2.721  -0.351  0.025
H  1.363  -1.290  1.524
H  2.532  -1.594  0.388
H  -0.548  -1.059  1.634
H  -1.639  0.330  -1.529
H  -0.037  0.182  -2.317
H  -0.299  -2.225  -0.928
H  1.161  1.943  1.115
H  1.025  2.447  -0.575
H  -0.386  2.561  0.485


Need the numbers? Relative energies in hartree: model w 0.0188; model x 0.0000; model y 0.0250.


Model w:
C3H3P3 | wB97M-V/def2-TZVPD

E_HOMO (alpha / beta) = -0.3259 / -0.3259 Eh
M = 131.98 g/mol
Kohn-Sham gap (alpha / beta) = 7.154 / 7.153 eV

Atoms and positions in Å:
C  0.494  -1.337  -0.066
C  1.562  1.040  0.055
C  -0.888  0.020  0.055
P  1.991  -0.723  0.038
P  -0.066  1.559  0.078
P  -2.489  -0.568  0.033
H  0.400  -2.435  -0.043
H  2.219  1.757  -0.194
H  -3.223  0.686  0.042


Model x:
C3H3P3 | wB97M-V/def2-TZVPD

E_HOMO (alpha / beta) = -0.3136 / -0.3065 Eh
M = 131.98 g/mol
Kohn-Sham gap (alpha / beta) = 6.676 / 6.527 eV

Atoms and positions in Å:
C  1.313  0.879  0.172
C  0.916  -0.453  0.036
C  -0.489  -0.435  -0.084
P  0.893  2.506  0.011
P  1.808  -1.864  0.093
P  -1.855  0.426  0.052
H  -0.615  2.273  0.011
H  0.702  -2.673  -0.138
H  -2.673  -0.660  -0.154


Need the numbers? Relative energies in hartree: model w 0.0000; model x 0.1005.


Model w:
C3H7OP | wB97M-V/def2-TZVPD

E_HOMO = -0.3337 Eh
SMILES string = CP=O.C=C
M = 90.06 g/mol
Kohn-Sham gap = 8.707 eV

Atoms and positions in Å:
C  0.875  2.269  -0.363
C  -0.322  1.786  -0.270
C  0.159  -2.388  0.258
O  -2.149  -1.057  0.419
P  -0.809  -0.923  0.962
H  1.346  2.186  -1.375
H  1.500  2.689  0.517
H  -0.760  1.926  0.784
H  -0.989  1.329  -1.075
H  0.289  -3.287  0.843
H  -0.236  -2.611  -0.722
H  1.096  -1.919  0.022


Model x:
C3H7OP | wB97M-V/def2-TZVPD

E_HOMO (alpha / beta) = -0.3084 / -0.3085 Eh
M = 90.06 g/mol
Kohn-Sham gap (alpha / beta) = 8.510 / 8.511 eV

Atoms and positions in Å:
C  0.790  -0.606  -1.613
C  1.197  0.004  -0.507
C  0.311  0.367  0.591
O  0.906  0.435  1.796
P  -1.466  -0.032  0.457
H  1.466  -0.832  -2.419
H  -0.243  -0.889  -1.748
H  2.232  0.279  -0.362
H  0.075  2.154  0.083
H  0.268  0.673  2.485
H  -1.767  0.390  1.758
H  -1.345  -1.360  0.899


Need the numbers? Relative energies in hartree: model w 0.0000; model x 0.0827.


Model w:
C6H6 | wB97M-V/def2-TZVPD

E_HOMO = -0.3532 Eh
M = 78.11 g/mol
Kohn-Sham gap = 9.695 eV

Atoms and positions in Å:
C  0.392  -1.327  0.733
C  0.783  0.134  0.657
C  1.568  0.968  -1.261
C  0.411  0.778  -0.762
C  -0.920  0.957  -1.175
C  -2.069  1.101  -1.505
H  0.530  -1.725  1.737
H  -0.643  -1.463  0.466
H  0.990  -1.912  0.056
H  1.824  0.272  0.911
H  0.215  0.732  1.354
H  -3.085  1.233  -1.802


Model x:
C6H6 | wB97M-V/def2-TZVPD

E_HOMO = -0.3183 Eh
M = 78.11 g/mol
Kohn-Sham gap = 7.644 eV

Atoms and positions in Å:
C  -1.407  -0.241  0.670
C  -1.832  0.580  -1.408
C  -1.004  0.998  -2.320
C  -0.021  0.581  -1.422
C  0.659  0.156  -0.462
C  1.789  -0.223  0.391
H  -1.561  0.735  1.123
H  -0.622  -0.847  1.117
H  -2.309  -0.805  0.460
H  1.937  -1.311  0.432
H  1.658  0.149  1.418
H  2.712  0.227  0.000


Need the numbers? Relative energies in hartree: model w 0.0000; model x 0.1352.


Model w:
C6H6 | wB97M-V/def2-TZVPD

E_HOMO = -0.3083 Eh
M = 78.11 g/mol
Kohn-Sham gap = 8.219 eV

Atoms and positions in Å:
C  -0.592  0.599  -0.963
C  0.719  0.615  -1.088
C  0.069  -0.671  -0.962
C  0.124  -1.968  -0.821
C  -0.128  1.111  1.902
C  -0.144  -0.146  2.140
H  -1.493  1.001  -1.068
H  1.033  -2.567  -0.865
H  -0.706  -2.664  -0.592
H  -0.180  1.925  2.620
H  -0.270  1.493  0.880
H  1.568  1.272  -1.184


Model x:
C6H6 | wB97M-V/def2-TZVPD

E_HOMO = -0.3256 Eh
M = 78.11 g/mol
Kohn-Sham gap = 9.701 eV

Atoms and positions in Å:
C  -0.346  0.242  -0.103
C  -3.034  -0.133  0.120
C  0.617  -0.925  -0.061
C  1.655  0.170  0.164
C  -1.818  0.096  0.019
C  0.574  1.222  0.075
H  0.524  -1.505  0.928
H  0.828  -1.435  -1.063
H  2.289  0.107  0.989
H  2.284  0.205  -0.774
H  -4.072  -0.316  0.008
H  0.498  2.273  -0.302


Need the numbers? Relative energies in hartree: model w 0.1397; model x 0.0000.